No. 1
Computed, not measured: a molecular structure, C53H46Cl3IrN8OS3Si, with ωB97M-V with the def2-TZVPD basis set.

The geometry in XYZ format:
```
116
Properties=species:S:1:pos:R:3:forces:R:3:lowdin_charge:R:1
Ir 0.072739 1.207285 -0.816521 -0.2 -0.4 -0.4 1.150
N -1.394506 0.877225 0.469315 0.1 0.1 -0.1 -0.111
S -0.483504 -1.145974 4.317391 -0.1 -0.2 -0.1 0.987
N -2.253672 0.689565 1.118983 0.0 0.0 0.1 0.222
S -1.452543 -2.879725 0.220965 0.1 0.0 0.1 1.082
N -0.836077 -3.265239 -1.219081 -0.1 0.2 -0.1 -0.486
S 0.281822 -2.189626 -1.718565 0.0 0.1 -0.2 0.695
N 0.132329 -0.765629 -1.519911 -0.1 -0.2 0.4 -0.412
C 1.829710 -2.886876 -1.150580 0.0 0.1 0.1 -0.288
C 2.953945 -2.077183 -1.252955 0.0 0.1 0.1 -0.072
C 4.174695 -2.551708 -0.800160 0.0 0.0 0.0 -0.065
C 4.260922 -3.819020 -0.239773 0.0 0.0 0.0 -0.077
C 3.128582 -4.615508 -0.127439 0.0 0.0 0.0 -0.071
C 1.903140 -4.153861 -0.586102 0.0 0.0 -0.1 -0.066
C 0.275204 -2.568579 -3.466005 0.0 -0.1 0.0 -0.283
C -0.684801 -3.374378 -4.055934 0.1 -0.1 0.0 -0.065
C -0.703744 -3.496012 -5.440002 0.0 0.0 0.0 -0.072
C 0.226586 -2.820364 -6.214273 0.0 0.0 0.0 -0.073
C 1.182021 -2.010804 -5.610769 0.0 0.0 0.0 -0.060
C 1.206200 -1.877739 -4.233549 0.0 0.1 0.0 -0.060
C -1.825805 -4.474104 0.911910 0.0 0.0 0.0 -0.408
C -1.713273 -4.627094 2.283732 0.0 0.0 0.0 -0.080
C -2.013433 -5.861736 2.846756 0.0 0.0 0.0 -0.060
C -2.405992 -6.914466 2.036195 0.0 0.0 0.0 -0.066
C -2.500441 -6.747102 0.658339 0.0 0.0 0.0 -0.060
C -2.211681 -5.521222 0.085170 0.0 0.0 0.0 -0.064
C -3.100263 -2.257180 -0.111443 0.0 0.0 0.0 -0.386
C -3.264990 -1.463635 -1.236271 0.0 0.0 0.0 -0.103
C -4.494385 -0.859051 -1.454550 0.0 0.0 0.0 -0.066
C -5.533531 -1.044223 -0.553445 0.0 0.0 0.0 -0.068
C -5.349079 -1.836664 0.571206 0.0 0.0 0.0 -0.064
C -4.125945 -2.447378 0.802322 0.0 0.0 0.0 -0.070
C -1.324209 0.284782 4.929716 0.1 0.0 0.0 -0.536
C -1.285327 1.519944 4.293516 0.0 0.1 0.0 -0.121
C -2.049152 2.568818 4.782764 0.0 0.0 0.0 -0.077
C -2.871237 2.389072 5.887720 0.0 0.0 0.0 -0.089
C -2.916253 1.154346 6.514630 0.0 0.0 0.0 -0.088
C -2.136084 0.107429 6.045636 0.0 0.0 0.0 -0.116
C 1.169991 -0.674515 3.867874 -0.1 0.0 0.0 -0.523
C 1.847239 -1.612795 3.091386 0.0 0.0 -0.1 -0.130
C 3.166755 -1.399961 2.737167 0.0 0.0 0.2 -0.082
C 3.822382 -0.236677 3.125019 -0.4 -0.4 0.8 -0.122
C 3.137559 0.700482 3.885235 0.0 -0.1 0.0 -0.062
C 1.815262 0.484252 4.266939 0.1 0.0 0.0 -0.086
H 2.870039 -1.070316 -1.646583 0.0 0.0 0.0 0.098
H 5.047181 -1.915533 -0.861817 0.0 0.0 0.0 0.113
H 5.213553 -4.182563 0.123571 0.0 0.0 0.0 0.109
H 3.197341 -5.599220 0.318354 0.0 0.0 0.0 0.106
H 1.016448 -4.768802 -0.513569 0.0 0.0 0.0 0.096
H -1.402751 -3.894858 -3.439465 0.0 0.0 0.0 0.094
H -1.451242 -4.120921 -5.910943 0.0 0.0 0.0 0.106
H 0.206362 -2.918394 -7.291778 0.0 0.0 0.0 0.106
H 1.901652 -1.472784 -6.213596 0.0 0.0 0.0 0.111
H 1.924646 -1.218484 -3.762041 0.0 0.0 0.0 0.107
H -1.389466 -3.800159 2.898991 0.0 0.1 0.1 0.084
H -1.927996 -5.997421 3.916463 0.0 0.0 0.0 0.112
H -2.634252 -7.876309 2.476255 0.0 0.0 0.0 0.109
H -2.798956 -7.576211 0.030822 0.0 0.0 0.0 0.110
H -2.266161 -5.371122 -0.984776 0.0 0.0 0.0 0.111
H -2.439613 -1.309799 -1.920342 0.0 0.0 0.0 0.072
H -4.634947 -0.236875 -2.329062 0.0 0.0 0.0 0.110
H -6.489668 -0.568455 -0.726396 0.0 0.0 0.0 0.108
H -6.158589 -1.980267 1.274230 0.0 0.0 0.0 0.110
H -3.978542 -3.057963 1.683731 0.0 0.0 0.0 0.111
H -0.657996 1.662882 3.423939 0.0 0.0 -0.1 0.091
H -2.012147 3.532589 4.291261 0.0 0.0 0.0 0.102
H -3.468698 3.211099 6.259479 0.0 0.0 0.0 0.102
H -3.548966 1.004779 7.379965 0.0 0.0 0.0 0.103
H -2.148513 -0.851525 6.548129 0.0 0.0 0.0 0.097
H 1.337256 -2.512811 2.762907 0.0 0.0 0.0 0.090
H 3.683027 -2.140979 2.142989 0.0 0.0 -0.1 0.096
H 4.847924 -0.069472 2.848952 0.1 -0.1 0.1 0.086
H 3.634901 1.611463 4.193859 0.0 0.0 0.0 0.111
H 1.310305 1.214525 4.884313 0.0 0.0 0.0 0.104
Cl 0.543779 2.779574 -7.725205 0.0 0.0 0.0 0.662
C 0.825991 2.418866 -6.049269 0.0 0.0 0.0 -0.675
C -0.235092 2.069376 -5.238485 0.0 0.0 0.0 -0.131
C 0.032609 1.775935 -3.915673 0.1 0.1 0.0 -0.515
Cl -1.315294 1.421860 -2.843283 0.1 0.1 0.3 0.789
C 1.305974 1.813151 -3.336344 -0.2 -0.2 0.0 -0.462
O 1.565197 1.475339 -2.102040 0.3 0.3 0.1 -0.296
C 2.342217 2.204187 -4.207741 0.0 -0.1 -0.1 -0.578
Cl 3.943671 2.289456 -3.565743 0.0 0.0 0.0 0.735
C 2.113578 2.495011 -5.537098 0.0 0.0 0.0 -0.124
H -1.244449 2.032463 -5.623500 0.0 0.0 0.0 0.113
H 2.939404 2.784207 -6.171305 0.0 0.0 0.0 0.109
C -1.037717 4.847194 -2.584431 0.0 -0.1 0.0 -0.174
Si -1.151767 4.338710 -0.774238 0.1 0.0 0.0 0.352
C -1.036608 5.962911 0.159451 0.0 0.0 0.0 -0.169
C -2.887586 3.658583 -0.485206 0.0 0.0 -0.1 -0.201
N 0.069374 3.215465 -0.290861 -0.2 -0.2 0.1 -0.249
C 1.148174 3.687016 0.496457 0.2 0.1 -0.2 -0.400
C 2.448773 3.739157 -0.021459 -0.1 0.2 -0.1 -0.055
C 3.502671 4.233268 0.728971 0.0 0.1 0.0 -0.103
C 3.291025 4.702615 2.020347 0.0 0.0 0.0 -0.100
C 2.008268 4.672839 2.542129 0.0 0.0 0.0 -0.090
C 0.956074 4.167749 1.789708 0.0 -0.2 0.1 -0.076
H -1.821619 5.572508 -2.820944 0.0 0.0 0.0 0.031
H -1.144097 4.019086 -3.283213 0.0 0.1 0.0 -0.023
H -0.071725 5.319182 -2.783009 0.0 0.0 0.0 0.039
H -1.639560 6.698430 -0.380439 0.0 0.0 0.0 0.031
H -0.012812 6.336174 0.210435 0.0 0.0 0.0 0.037
H -1.423512 5.902831 1.178507 0.0 0.0 0.0 0.027
H -3.613225 4.437897 -0.736153 0.0 0.0 0.0 0.031
H -3.044469 3.389224 0.562048 0.0 0.0 0.0 0.011
H -3.132803 2.789716 -1.102000 0.0 0.0 0.0 -0.015
H 2.609965 3.413124 -1.041621 0.0 -0.1 0.0 0.085
H 4.497151 4.254701 0.303367 0.0 0.0 0.0 0.097
H 4.115496 5.092125 2.602936 0.0 0.0 0.0 0.099
H 1.817647 5.040824 3.543995 0.0 0.0 0.0 0.098
H -0.036861 4.141186 2.208664 -0.2 0.0 0.1 0.092
N 5.661618 2.015609 1.561448 0.0 -0.1 0.2 0.149
C 4.765321 1.402888 1.163202 0.1 0.5 -0.7 -0.401
N 3.859801 0.642008 0.582197 0.1 -0.2 -0.4 0.132
C 2.610992 0.764716 0.599541 0.2 0.4 -0.2 -0.327
N 1.435133 0.749568 0.565460 -0.3 0.0 0.1 0.033
```
Positions in Å, forces in eV/Å.

Calculated values
energy relative to the best compared isomer or geometry (same formula, charge and spin) = 0.000 eV
net charge = 0
LUMO level = -0.11 eV
HOMO-LUMO gap = 0.2600 Eh

---

No. 2
Computed, not measured: a molecular structure, C23H32BF4IrN3O2S4 at a distorted geometry, with ωB97M-V with the def2-TZVPD basis set.

The geometry in XYZ format:
```
70
Properties=species:S:1:pos:R:3:forces:R:3:mulliken_spin:R:1
Ir -0.592016 0.181104 0.021639 0.4 0.1 1.7 0.642
C -1.484141 2.709516 -1.169626 -0.2 -0.1 0.1 0.009
C -2.801454 2.358078 -0.458331 0.0 -0.1 -0.2 -0.003
N -2.598326 1.165779 0.416952 0.2 -0.5 0.1 0.078
C -2.801940 1.357081 1.877187 -0.1 0.1 0.0 -0.008
C -1.757953 0.561823 2.635589 0.1 -0.1 -0.1 0.015
N -0.428658 0.676017 1.967351 0.2 0.5 -0.1 0.012
C 0.270705 2.011263 2.069234 -0.1 -0.1 -0.3 0.016
C -0.241843 2.924637 0.961078 0.1 -0.1 0.0 0.011
N -0.392138 2.167190 -0.341009 0.1 0.1 -0.2 -0.007
H -1.351412 3.784547 -1.299160 -0.1 0.0 0.0 0.000
H -1.414425 2.241720 -2.150871 0.0 0.0 0.0 -0.003
H -3.557807 2.118726 -1.203187 0.0 0.0 0.0 0.002
H -3.194242 3.182061 0.134941 0.1 0.0 0.0 0.000
H -3.188272 0.404336 0.082467 0.0 0.0 0.0 -0.014
H -3.797274 1.018694 2.167089 0.0 0.0 0.0 0.004
H -2.757359 2.416162 2.118813 0.1 0.0 0.0 0.000
H -1.994928 -0.501923 2.643088 0.0 0.0 0.0 -0.003
H -1.659330 0.894950 3.669643 0.0 0.0 0.0 -0.001
H 0.186303 -0.053746 2.361633 0.1 0.1 -0.1 -0.001
H 1.329018 1.817966 1.917767 0.0 0.0 0.1 -0.004
H 0.132875 2.433648 3.063903 -0.2 0.0 0.0 0.000
H 0.461179 3.741824 0.798407 0.0 -0.1 0.0 -0.001
H -1.205604 3.366291 1.189890 0.0 0.0 0.1 0.002
H 0.511486 2.208774 -0.829615 0.0 0.1 0.1 -0.002
F 1.378841 -3.154573 0.468729 0.0 0.1 0.2 0.000
B 0.166059 -2.775689 0.055754 0.1 -0.1 -0.7 -0.005
F 0.196599 -1.922574 -1.101839 0.2 -0.3 -0.1 0.016
F -0.452372 -1.786386 1.023179 -0.3 0.4 0.0 0.008
F -0.729067 -3.788635 -0.120323 -0.1 0.0 0.2 0.000
O -2.346449 -0.914190 -0.920953 0.1 0.1 -0.2 0.090
S -2.640308 -2.328302 -1.560539 0.0 0.2 -0.1 0.008
C -4.152637 -1.953887 -2.476536 0.1 -0.1 -0.1 0.007
C -5.296059 -2.010061 -1.474646 0.0 0.1 0.0 0.000
C -5.023038 -3.259873 -0.647710 0.0 -0.1 0.0 0.001
C -3.545073 -3.231586 -0.258653 0.1 0.2 0.0 -0.002
H -4.234536 -2.741795 -3.229962 0.0 0.0 0.0 0.003
H -3.988682 -1.008538 -2.990839 0.0 0.0 0.0 0.001
H -6.256696 -2.041673 -1.985780 0.0 0.0 0.0 0.001
H -5.289837 -1.117596 -0.842126 0.0 0.0 0.0 -0.001
H -5.225465 -4.148867 -1.246805 0.0 0.0 0.0 0.000
H -5.644457 -3.324863 0.244124 0.0 0.0 0.0 0.000
H -3.070909 -4.200707 -0.142733 0.0 -0.1 0.0 0.000
H -3.346240 -2.648889 0.642747 0.0 0.0 0.0 0.000
O 1.339905 0.490745 0.035884 -0.9 -0.5 -0.5 0.114
C 2.746247 0.134661 -0.151716 0.1 0.3 0.3 0.001
C 3.391948 1.473375 0.174642 0.1 0.0 0.1 0.001
C 4.374592 1.759254 1.071115 -0.1 -0.1 -0.1 0.001
C 4.752515 3.132408 1.054316 0.0 0.2 0.0 0.001
C 4.042067 3.863569 0.157563 0.0 0.0 0.0 -0.002
S 2.933311 2.882785 -0.717067 0.2 0.0 0.0 0.001
C 3.028306 -0.199267 -1.594594 0.2 0.0 0.1 0.009
C 2.173671 -0.361441 -2.632673 -0.4 0.0 -0.2 0.004
C 2.835324 -0.545108 -3.881327 -0.2 0.0 0.0 0.000
C 4.182077 -0.507457 -3.755202 0.1 0.0 -0.1 0.001
S 4.659644 -0.230386 -2.143795 0.2 0.0 0.1 0.005
C 3.177647 -0.894439 0.850066 0.0 -0.1 0.1 -0.014
C 4.089959 -1.893826 0.746028 -0.2 0.0 -0.1 0.001
C 4.261867 -2.618789 1.957299 0.0 -0.1 0.2 0.000
C 3.486990 -2.161941 2.972176 0.0 0.1 -0.1 0.003
S 2.559694 -0.808494 2.466759 0.0 0.0 -0.1 0.000
H 4.830513 1.012022 1.704397 0.0 0.0 0.0 0.000
H 5.524377 3.551746 1.682510 0.0 0.0 0.0 0.000
H 4.133537 4.914548 -0.065549 0.0 0.0 0.0 0.000
H 1.097896 -0.358072 -2.523492 0.0 0.0 0.0 0.003
H 2.338921 -0.709792 -4.825944 -0.1 0.0 0.0 0.000
H 4.915593 -0.623085 -4.536701 0.1 0.0 0.1 0.000
H 4.608915 -2.146419 -0.165703 0.0 0.0 0.0 0.000
H 4.931960 -3.459693 2.057306 0.0 0.0 0.0 0.000
H 3.410409 -2.524754 3.983707 0.0 0.0 0.0 0.000
```
Positions in Å, forces in eV/Å.

Calculated values
energy relative to the best compared isomer or geometry (same formula, charge and spin) = 2.897 eV
net charge = +2
LUMO level (alpha / beta) = -7.71 / -8.54 eV
⟨S²⟩ = 0.756
multiplicity = 2
HOMO-LUMO gap (alpha / beta) = 0.2007 / 0.1700 Eh